# 1
This record from the Open Molecules 2025 dataset describes 6 unconnected molecules or ions with the total composition C19H47N5O7P. The level of theory is ωB97M-V with the def2-TZVPD basis set.

Geometry as ORCA input:
```
! wB97M-V def2-TZVPD RIJCOSX def2/J DEFGRID3
* xyz -1 1
C 1.7714 -3.2734 -0.4727
C 1.2006 -2.2880 0.5523
C -0.3162 -2.2447 0.7261
C -1.1322 -1.6099 -0.4233
O -2.2458 -2.4119 -0.6942
P -1.8986 -4.0927 -0.2952
O -0.9122 -3.4575 1.0490
H 1.9373 -4.2575 -0.0334
H 1.1428 -3.3641 -1.3556
H 2.7522 -2.9092 -0.7980
H 1.5971 -1.2924 0.3414
H 1.5892 -2.5811 1.5346
H -0.4446 -1.5596 1.5875
H -0.5163 -1.4156 -1.3135
H -1.5279 -0.6372 -0.1067
H -2.7151 -4.6203 -1.3992
H -0.7868 -4.0203 -1.2357
H -1.4797 -5.4475 0.0228
H -3.0321 -4.1639 0.5688
C 4.1184 0.9067 0.0864
O 3.3940 -0.0401 -0.1482
N 3.6938 2.0904 0.5614
C 4.5871 3.2050 0.7926
C 2.2742 2.2588 0.8459
H 5.2115 0.8765 -0.0793
H 4.5740 3.5056 1.8429
H 4.2884 4.0618 0.1919
H 5.6057 2.9309 0.5217
H 1.9552 1.5333 1.5953
H 1.6852 2.1039 -0.0571
H 2.1104 3.2647 1.2283
C 0.2630 2.2932 -3.1072
O 0.8508 1.8723 -2.1310
N -0.3638 1.5130 -4.0040
C -1.0469 2.0559 -5.1543
C -0.3513 0.0690 -3.7913
H 0.1900 3.3720 -3.3451
H -2.1069 1.7935 -5.1355
H -0.6130 1.6724 -6.0808
H -0.9582 3.1415 -5.1525
H -0.8183 -0.1837 -2.8415
H 0.6721 -0.3044 -3.7675
H -0.8972 -0.4117 -4.5994
C 1.5404 0.2741 5.9161
O 2.3794 1.0620 5.5161
N 1.2788 -0.9200 5.3656
C 0.2659 -1.8094 5.8965
C 2.0253 -1.3400 4.1884
H 0.9072 0.4864 6.7967
H 0.7087 -2.7606 6.1984
H -0.5021 -2.0098 5.1477
H -0.2016 -1.3498 6.7659
H 3.0937 -1.3766 4.4027
H 1.8635 -0.6363 3.3727
H 1.6786 -2.3214 3.8775
C 3.8728 7.1199 -0.9139
O 4.5931 6.4418 -0.2079
N 3.0406 6.6308 -1.8531
C 2.2165 7.4945 -2.6692
C 2.9660 5.1892 -2.0485
H 3.8391 8.2211 -0.8408
H 1.1574 7.2714 -2.5235
H 2.4542 7.3706 -3.7281
H 2.3930 8.5324 -2.3934
H 2.6370 4.6890 -1.1383
H 3.9422 4.7869 -2.3202
H 2.2554 4.9761 -2.8429
C -5.7783 -3.9875 1.0446
O -5.4093 -4.4854 2.0864
N -6.8619 -4.4318 0.3581
C -7.2851 -3.8152 -0.8762
C -7.5908 -5.5664 0.8838
H -5.2716 -3.1406 0.5568
H -8.3033 -3.4225 -0.7915
H -7.2574 -4.5304 -1.7025
H -6.6120 -2.9938 -1.1136
H -7.9790 -5.3484 1.8804
H -6.9385 -6.4369 0.9664
H -8.4190 -5.7974 0.2160
*
```

The LUMO energy is 1.858 eV.

# 2
This record from the Open Molecules 2025 dataset describes 4 unconnected molecules or ions with the total composition C19H48BrN3O10P. The level of theory is ωB97M-V with the def2-TZVPD basis set.

Geometry as ORCA input:
```
! wB97M-V def2-TZVPD RIJCOSX def2/J DEFGRID3
* xyz 1 1
N 3.6484 -5.2641 -0.5682
C 3.0155 -4.3851 -1.6199
N 1.8918 -4.9034 -2.2755
N 3.4885 -3.0292 -2.0873
P 4.1252 -2.0122 -0.7695
O 3.4138 -2.4287 0.7689
Br 6.3481 -2.6473 -0.6284
H 4.0454 -6.1481 -0.9564
H 4.3997 -4.7874 -0.0242
H 1.5521 -5.8776 -2.0595
H 1.4098 -4.3673 -3.0567
H 2.6483 -2.4938 -2.4620
H 4.0404 -3.0635 1.2616
C 6.2302 6.4274 -0.4753
O 5.3178 5.4872 0.0634
C 3.9668 5.9477 0.0014
C 2.9937 4.7679 0.0425
O 2.8609 4.1105 -1.2250
C 3.9687 3.2881 -1.6172
C 4.0439 1.9755 -0.8321
O 4.6385 2.1966 0.4488
C 4.3142 1.1720 1.3746
H 6.1926 7.3653 0.0873
H 7.2372 6.0080 -0.4033
H 6.0093 6.6089 -1.5320
H 3.8005 6.5235 -0.9148
H 3.7983 6.5945 0.8704
H 1.9959 5.1593 0.2722
H 3.2442 4.0586 0.8325
H 4.9074 3.8430 -1.5778
H 3.7886 3.0424 -2.6700
H 4.6763 1.2617 -1.3705
H 3.0378 1.5586 -0.7202
H 3.2320 1.1344 1.5333
H 4.7926 1.4077 2.3288
H 4.6815 0.2040 1.0195
C -4.0626 -2.0232 4.4088
O -3.1058 -1.7061 3.4136
C -2.7718 -0.3170 3.4073
C -1.3995 -0.0964 2.7681
O -0.3156 -0.3851 3.6615
C -0.0674 -1.7762 3.9078
C 0.5918 -2.4834 2.7202
O -0.3878 -2.8145 1.7335
C 0.1888 -3.0245 0.4546
H -4.9949 -1.4776 4.2334
H -4.2632 -3.0969 4.3619
H -3.6678 -1.7915 5.4031
H -2.7648 0.0794 4.4278
H -3.5387 0.2042 2.8223
H -1.3036 0.9694 2.5306
H -1.2940 -0.6401 1.8283
H -0.9731 -2.2878 4.2374
H 0.6354 -1.8007 4.7484
H 1.0488 -3.4194 3.0583
H 1.3631 -1.8354 2.2914
H 0.6859 -2.1125 0.1096
H -0.6133 -3.2646 -0.2482
H 0.8984 -3.8573 0.4861
C -5.3192 -2.7107 -0.5257
O -5.3336 -1.3290 -0.8374
C -4.2439 -0.6274 -0.2362
C -3.9486 0.6646 -1.0004
O -3.1879 0.4437 -2.1958
C -3.9084 -0.1361 -3.2923
C -4.8659 0.8518 -3.9651
O -6.0733 0.9661 -3.2088
C -6.7728 2.1669 -3.4936
H -5.4070 -2.8620 0.5546
H -6.1707 -3.1833 -1.0226
H -4.4020 -3.1755 -0.9013
H -3.3463 -1.2542 -0.2225
H -4.5334 -0.3881 0.7938
H -3.3157 1.2963 -0.3665
H -4.8559 1.2336 -1.2076
H -4.4134 -1.0557 -2.9924
H -3.1435 -0.4177 -4.0249
H -5.1339 0.4825 -4.9606
H -4.3783 1.8277 -4.0575
H -6.1569 3.0337 -3.2346
H -7.6760 2.1919 -2.8785
H -7.0578 2.2032 -4.5498
*
```

The LUMO energy is -4.705 eV.

# 3
This record from the Open Molecules 2025 dataset describes a molecular structure, C19H48CoO4P2SSi. The level of theory is ωB97M-V with the def2-TZVPD basis set.

Geometry as ORCA input:
```
! wB97M-V def2-TZVPD RIJCOSX def2/J DEFGRID3
* xyz 1 5
Co 0.0505 0.0305 -0.0542
H -1.4487 -0.3486 0.4277
H -1.3756 0.4485 0.6050
P -0.0362 -2.1069 -0.4493
P -0.0369 2.1110 -0.4039
C 1.3237 3.1554 0.2515
H 1.1615 4.1847 -0.0916
H 1.3426 3.1272 1.3479
H 2.2748 2.7748 -0.1377
C 0.0055 2.6514 -2.1538
H -0.8549 2.2231 -2.6760
H -0.0189 3.7452 -2.2129
H 0.9243 2.2707 -2.6101
C -1.4499 3.1192 0.2102
H -1.5039 3.0997 1.3051
H -1.2932 4.1547 -0.1195
H -2.3955 2.7541 -0.2079
C 0.1820 -2.6338 -2.1886
H 0.1271 -3.7262 -2.2637
H -0.6030 -2.1691 -2.7928
H 1.1585 -2.2806 -2.5343
C 1.2362 -3.1984 0.3316
H 1.1611 -3.1924 1.4260
H 1.0914 -4.2206 -0.0401
H 2.2313 -2.8368 0.0495
C -1.5340 -3.0986 -0.0008
H -2.4236 -2.6941 -0.4978
H -1.3786 -4.1336 -0.3308
H -1.7010 -3.0984 1.0836
C 1.5588 -0.0612 1.2527
O 2.7614 -0.0392 0.9960
H -0.4965 0.0186 -1.3537
C 2.1407 3.7296 4.9861
C 1.9012 2.2171 5.0743
C 2.7867 1.5194 4.0589
C 2.1937 1.7408 6.5155
O 0.4859 2.0073 4.7319
Si -0.3562 0.6621 4.2507
S 0.3155 -0.2675 2.4259
O -0.1445 -0.5781 5.2620
C 0.6412 -1.8835 5.4755
C 1.0611 -2.5140 4.1672
C 1.8597 -1.5421 6.3047
C -0.2980 -2.8270 6.2095
O -1.9639 1.0645 4.0149
C -3.2081 0.3251 3.7438
C -3.2097 -0.2207 2.3235
C -3.4050 -0.8216 4.7307
C -4.3349 1.3574 3.8661
H 3.1959 3.9947 5.1741
H 1.5493 4.2666 5.7343
H 1.8881 4.1012 3.9881
H 3.8374 1.7239 4.3224
H 2.6616 0.4241 4.0556
H 2.6133 1.8973 3.0389
H 2.4915 2.5941 7.1455
H 1.3019 1.2843 6.9731
H 3.0442 1.0390 6.5504
H 1.8061 -1.9088 3.6238
H 1.6112 -3.4634 4.3745
H 0.1984 -2.7972 3.5462
H 1.5755 -1.0180 7.2257
H 2.3969 -2.4697 6.5866
H 2.5759 -0.9446 5.7216
H -0.6491 -2.3847 7.1482
H -1.1495 -3.1047 5.5737
H 0.2303 -3.7678 6.4614
H -2.4865 -1.0435 2.2169
H -4.2000 -0.6425 2.0899
H -3.0226 0.5826 1.6000
H -3.4487 -0.4585 5.7664
H -4.3589 -1.3334 4.5032
H -2.6062 -1.5669 4.6349
H -4.3985 1.7449 4.8866
H -4.1666 2.1821 3.1677
H -5.3162 0.9196 3.6166
*
```

The LUMO energy (alpha / beta) is -2.848 / -4.449 eV. As for the relative energy (zero: lowest compared OMol25 entry of this formula, charge and spin): 0.814 eV. The expectation value of S² is 6.024.

# 4
This record from the Open Molecules 2025 dataset describes 8 unconnected molecules or ions with the total composition C19H48N17O8. The level of theory is ωB97M-V with the def2-TZVPD basis set.

Geometry as ORCA input:
```
! wB97M-V def2-TZVPD RIJCOSX def2/J DEFGRID3
* xyz 1 1
C 6.3282 -0.7482 -0.5424
C 5.1982 -1.6079 0.0635
C 4.1028 -1.9999 -0.9805
C 3.3152 -3.1723 -0.4053
N 3.2654 -0.7813 -1.1412
C 3.4820 0.0670 -2.1154
C 2.7757 1.2409 -2.3492
C 1.7347 1.4780 -1.4758
C 1.5614 0.4845 -0.4860
C 0.3823 0.6878 0.4774
C -0.8892 0.8960 -0.3658
O -1.2932 2.0418 -0.5077
N -1.5737 -0.1454 -0.9994
C -0.8505 -1.4266 -0.9672
C -2.9357 -0.3225 -0.3735
N 2.2751 -0.5882 -0.2827
H 5.9582 0.1022 -1.1231
H 6.9412 -1.3708 -1.2013
H 6.9235 -0.3503 0.2833
H 4.6756 -0.9585 0.7803
H 5.5946 -2.4793 0.5849
H 4.5731 -2.2099 -1.9435
H 4.0279 -3.9968 -0.2921
H 2.4926 -3.5181 -1.0364
H 2.9785 -2.9484 0.6098
H 4.2899 -0.1686 -2.8040
H 3.0029 1.9146 -3.1655
H 1.1081 2.3564 -1.5677
H 0.5950 1.5681 1.0890
H 0.2884 -0.1551 1.1672
H 0.0319 -1.3925 -1.6227
H -1.4921 -2.2129 -1.3651
H -0.4822 -1.7182 0.0274
H -2.8896 0.0323 0.6523
H -3.6396 0.2567 -0.9751
H -3.2412 -1.3656 -0.3735
C 5.4237 -0.1478 -5.7766
O 5.2490 0.3177 -4.6457
N 4.4970 -0.8938 -6.4169
N 6.5749 0.0594 -6.4676
H 4.6303 -1.2823 -7.3317
H 3.6354 -1.0686 -5.9367
H 7.2862 0.6107 -6.0242
H 6.7420 -0.3080 -7.3857
C 0.3157 6.1315 1.0609
O 0.5745 7.3205 1.1107
N 0.1388 5.3680 2.1785
N 0.1782 5.4637 -0.1256
H -0.0800 4.3906 2.1549
H 0.2305 5.8268 3.0659
H 0.2996 5.9971 -0.9675
H -0.0406 4.4854 -0.1926
C -5.3582 -1.2886 2.3811
O -4.2207 -0.9478 2.0554
N -5.9643 -0.8483 3.5114
N -6.1087 -2.1405 1.6316
H -6.8990 -1.1211 3.7894
H -5.4550 -0.2112 4.0915
H -5.7018 -2.4931 0.7868
H -7.0355 -2.4296 1.8865
C 5.7068 -4.3107 -6.9654
O 5.3855 -3.2376 -7.4539
N 4.8160 -5.3284 -6.7885
N 6.9809 -4.5764 -6.5593
H 5.0575 -6.2166 -6.3922
H 3.8701 -5.1663 -7.0800
H 7.6614 -3.8489 -6.6772
H 7.2666 -5.4492 -6.1583
C -8.2699 -2.5877 6.0143
O -8.0069 -2.2615 4.8600
N -9.5198 -2.4305 6.5402
N -7.3478 -3.1251 6.8498
H -9.7638 -2.6874 7.4772
H -10.2231 -2.0352 5.9444
H -6.4049 -3.2570 6.4951
H -7.5536 -3.3946 7.7926
C -3.5941 -2.8149 5.7674
O -4.6551 -3.4241 5.7946
N -2.4638 -3.2970 6.3639
N -3.4587 -1.6155 5.1417
H -1.5841 -2.8185 6.3560
H -2.5341 -4.1810 6.8328
H -4.2808 -1.2375 4.6935
H -2.6007 -1.1005 5.1051
C -3.0546 8.7726 -0.0862
O -3.8028 8.2930 -0.9220
N -1.8538 8.2109 0.2354
N -3.3596 9.9176 0.5992
H -1.2213 8.5840 0.9167
H -1.6013 7.3729 -0.2493
H -4.2352 10.3579 0.3877
H -2.7608 10.3292 1.2886
*
```

The LUMO energy is -4.072 eV.

# 5
This record from the Open Molecules 2025 dataset describes a molecular structure, C19H49N2NbO2. The level of theory is ωB97M-V with the def2-TZVPD basis set.

Geometry as ORCA input:
```
! wB97M-V def2-TZVPD RIJCOSX def2/J DEFGRID3
* xyz 0 1
C 4.1833 0.8429 2.6184
C 2.7737 0.0963 2.6619
Nb 2.0112 -0.3519 0.5601
C 2.2219 -2.5928 0.9320
C 0.8536 -3.2050 1.4070
C 1.0453 -4.5687 2.1551
N -0.0410 -4.6945 3.1621
C 1.8872 1.8402 -0.0447
C 0.9687 2.7912 0.8232
C -0.5356 2.3689 1.0352
C -0.7830 1.9939 2.5421
C -2.1558 2.5660 3.1034
C -3.3634 1.5722 2.9146
C -4.0677 1.9207 1.5603
C -4.7495 0.7113 0.8318
C -3.7687 -0.2342 0.0838
O -2.8384 -0.8788 0.9251
C -3.4773 -1.9037 1.6797
H 4.9572 0.1952 3.0617
H 4.0957 1.8249 3.1104
H 4.4490 0.9631 1.5472
H 2.0384 0.6091 3.3145
H 2.9580 -0.8979 3.1331
H 3.7143 -0.3910 -0.1166
H 1.3835 -0.7962 -1.1202
H 0.2874 -0.4556 1.1142
H 3.0256 -2.7603 1.6735
H 2.4449 -3.0774 -0.0467
H 0.3410 -2.5232 2.1104
H 0.2024 -3.3882 0.5355
H 0.9692 -5.4386 1.4736
H 2.0471 -4.6292 2.6365
H 0.2296 -4.1605 3.9842
H -0.0872 -5.6562 3.4913
H 1.6489 1.9154 -1.1346
H 2.9289 2.2346 0.0587
H 1.5090 3.0105 1.7598
H 0.9224 3.7606 0.2681
H -0.7870 1.5179 0.3681
H -1.2355 3.1849 0.7519
H -0.0112 2.4355 3.2059
H -0.7207 0.8996 2.6870
H -1.9765 2.6734 4.1968
H -2.3567 3.5767 2.7075
H -4.0384 1.7024 3.7838
H -2.9702 0.5439 2.9639
H -4.8788 2.6422 1.7769
H -3.3669 2.3829 0.8356
H -5.3972 1.1588 0.0433
H -5.4050 0.1820 1.5466
H -3.2125 0.3720 -0.6546
H -4.3897 -1.0296 -0.3887
H -4.5324 -1.6761 1.9254
H -2.9508 -2.0775 2.6322
H -3.4031 -2.8387 1.0833
C 2.4334 0.3260 -3.9060
C 1.2504 -0.5346 -4.2892
C 0.9506 -0.5528 -5.7887
O 0.3327 0.6672 -6.1789
C 1.2153 1.6332 -6.7567
N 0.0489 0.0273 -3.5954
H 2.2361 1.3938 -4.0261
H 2.6447 0.1475 -2.8649
H 3.3144 0.0766 -4.4979
H 1.3932 -1.5485 -3.9127
H 0.2172 -1.3403 -5.9908
H 1.8377 -0.7812 -6.3798
H 2.0742 1.1686 -7.2424
H 1.5570 2.3296 -5.9889
H 0.6541 2.1976 -7.5003
H 0.2379 0.2886 -2.6171
H -0.7407 -0.6199 -3.6157
H -0.2544 0.8582 -4.1191
*
```

The LUMO energy is -0.419 eV.

# 6
This record from the Open Molecules 2025 dataset describes a molecular structure, C19H49O22S6V. The level of theory is ωB97M-V with the def2-TZVPD basis set.

Geometry as ORCA input:
```
! wB97M-V def2-TZVPD RIJCOSX def2/J DEFGRID3
* xyz 1 2
O 0.1712 2.2389 -0.8125
V 0.0923 0.7346 -1.3078
O -0.3926 0.6220 -5.4352
C -0.2056 0.5507 -4.0674
O 0.3999 -0.3513 -3.4542
O -0.6595 1.4660 -3.3679
H -0.9465 1.4055 -5.4632
O 2.6032 1.3579 -1.8923
S 4.0189 1.4713 -2.2922
O 4.9662 2.2778 -1.5627
O 4.5810 -0.0542 -2.6230
C 6.0471 -0.1867 -2.8504
C 6.6613 -0.4935 -1.5270
C 3.9412 2.1753 -4.0378
H 6.6182 0.6259 -3.2994
H 6.2470 -1.0037 -3.5437
H 6.2734 0.1759 -0.7593
H 7.7505 -0.5148 -1.5636
H 6.3158 -1.4996 -1.2894
H 3.2227 2.9937 -4.0838
H 3.6077 1.3608 -4.6809
H 4.9372 2.5374 -4.2925
O 2.3990 -3.3638 -0.4193
S 1.8211 -2.1440 0.1442
O 1.4292 -0.9852 -0.6707
O 0.4625 -2.5530 1.0678
C 0.5559 -3.8759 1.7419
C -0.1165 -3.9777 3.0963
C 2.9115 -1.6467 1.6117
H 1.5497 -4.3233 1.7289
H -0.0320 -4.5740 1.1459
H -1.1624 -3.7533 2.8869
H 0.3331 -3.2052 3.7201
H 0.0676 -4.8986 3.6497
H 3.6775 -0.9865 1.2050
H 3.3933 -2.4980 2.0925
H 2.3014 -0.9656 2.2051
O -0.3324 0.3663 0.8330
S -0.7720 0.3184 2.2355
O 0.2447 0.0001 3.2583
O -1.4926 1.7790 2.6142
C -1.8402 2.1022 3.9635
C -2.2497 3.5823 3.9790
C -2.2239 -0.8576 2.4392
H -0.9842 2.0053 4.6312
H -2.6003 1.4122 4.3301
H -3.1444 3.8602 3.4219
H -1.4659 4.1981 3.5379
H -2.4812 3.9686 4.9716
H -3.0889 -0.5203 1.8682
H -2.5114 -1.0266 3.4769
H -2.0336 -1.8410 2.0093
O -4.4113 2.5835 -0.2868
S -3.7529 1.4929 -0.9780
O -2.3153 1.3226 -0.9148
O -4.4035 0.0635 -0.4525
C -5.7800 -0.0699 -0.0874
C -6.4752 -1.0399 -1.1071
C -4.3439 1.3781 -2.7284
H -6.2317 0.9125 -0.2245
H -5.9292 -0.4069 0.9385
H -6.1768 -0.9694 -2.1531
H -7.5588 -1.0338 -0.9899
H -6.1182 -2.0288 -0.8194
H -4.0233 0.3948 -3.0727
H -3.9091 2.1846 -3.3189
H -5.4224 1.5357 -2.7282
O -3.2028 -2.0310 -2.6854
S -2.1485 -2.2351 -1.6854
O -1.2692 -1.0611 -1.3448
O -2.8875 -2.7396 -0.2286
C -3.6914 -3.8780 -0.1853
C -3.1187 -4.7861 0.8691
C -1.0613 -3.7513 -2.0194
H -3.7960 -4.2971 -1.1861
H -4.7475 -3.7031 0.0196
H -3.7608 -5.6659 0.9109
H -3.0821 -4.2258 1.8034
H -2.0676 -4.9692 0.6462
H -0.4101 -3.9022 -1.1585
H -0.4265 -3.5437 -2.8808
H -1.6547 -4.6300 -2.2718
O 2.0248 1.6632 1.1171
S 3.1300 2.2701 1.8216
O 4.4610 1.7891 1.7290
O 3.1480 3.8980 1.5201
C 2.9599 4.3942 0.2170
C 3.4321 5.8522 0.2021
C 2.6855 2.2553 3.5912
H 1.9464 4.3943 -0.1841
H 3.3551 3.6831 -0.5085
H 2.7040 6.5790 0.5624
H 3.5218 6.1383 -0.8459
H 4.4200 5.9556 0.6508
H 1.6773 2.6405 3.7431
H 3.3683 2.8558 4.1923
H 2.4765 1.2449 3.9427
*
```

The LUMO energy (alpha / beta) is -3.112 / -2.537 eV. As for the relative energy (zero: lowest compared OMol25 entry of this formula, charge and spin): 5.211 eV. The expectation value of S² is 0.795.